No. 1
Formula: C42H126N7O27Ti
Source: the Open Molecules 2025 dataset
Level of theory: wB97M-V/def2-TZVPD

```
203
Properties=species:S:1:pos:R:3:lowdin_charge:R:1
Ti 0.0395 -1.4370 -2.3295 1.16
O 1.6084 -2.6094 -2.1791 -0.37
H 2.5668 -2.6559 -2.3635 0.01
O 0.1311 -0.6820 -0.5264 -0.37
H 0.0411 -0.0930 0.2479 -0.02
O -1.1833 -2.8821 -1.7098 -0.36
H -1.4911 -3.2436 -0.8560 0.00
O -0.4367 -1.8839 -4.2149 -0.36
H -0.6842 -1.3651 -5.0049 -0.01
O 1.0452 0.1340 -2.9742 -0.38
H 1.2779 1.0215 -3.3100 -0.01
C -0.6057 -5.4455 3.9961 -0.11
O 0.0570 -5.7556 2.7904 -0.18
C 0.0152 -4.8330 1.6986 -0.21
C 0.1748 -5.5972 0.4280 -0.18
N 1.5234 -6.2391 0.4333 -0.06
C 1.6933 -7.1365 -0.7309 -0.15
C 3.0723 -7.8403 -0.4890 -0.27
O 3.0612 -8.7945 0.5036 -0.19
C 4.3685 -9.3191 0.6982 -0.10
H -0.4383 -6.3031 4.6478 0.09
H -1.6732 -5.4733 3.7772 0.07
H -0.4152 -4.4873 4.4794 0.08
H 0.6125 -3.9324 1.8411 0.12
H -0.9579 -4.3467 1.6298 0.10
H -0.0256 -4.9787 -0.4469 0.11
H -0.5950 -6.3641 0.3427 0.12
H 1.6960 -6.7312 1.2983 0.11
H 1.7528 -6.6363 -1.6975 0.10
H 1.0395 -7.9906 -0.9072 0.11
H 3.8389 -7.1214 -0.1996 0.12
H 3.3141 -8.2749 -1.4589 0.12
H 4.2563 -10.1333 1.4142 0.09
H 4.9493 -8.4635 1.0425 0.09
H 4.8020 -9.6869 -0.2319 0.08
C -2.0865 2.3147 -8.0409 -0.11
O -2.7094 2.3984 -6.7802 -0.21
C -1.7640 2.4004 -5.7334 -0.21
C -2.5179 2.3980 -4.3936 -0.17
N -1.5829 2.4089 -3.2467 -0.07
C -2.3122 2.8872 -2.0342 -0.16
C -1.5447 2.7181 -0.6919 -0.20
O -2.3953 2.2944 0.3512 -0.16
C -1.6367 1.6979 1.3970 -0.09
H -1.2090 2.9497 -8.1631 0.09
H -2.8291 2.5196 -8.8120 0.08
H -1.8779 1.2555 -8.1909 0.09
H -1.1942 3.3295 -5.7307 0.12
H -1.0719 1.5703 -5.8754 0.12
H -3.0509 1.4472 -4.4041 0.10
H -3.2379 3.2141 -4.3329 0.12
H -0.8830 3.1003 -3.4751 0.12
H -3.1690 2.2136 -2.0517 0.09
H -2.7528 3.8762 -2.1602 0.11
H -1.2072 3.7263 -0.4516 0.11
H -0.6480 2.1317 -0.8921 0.10
H -2.4845 1.2009 1.8684 0.09
H -1.2736 2.4615 2.0849 0.09
H -0.8864 0.9403 1.1709 0.06
C 5.6167 5.5793 3.0425 -0.07
O 4.1463 5.6685 3.0705 -0.23
C 3.4782 4.7301 2.1836 -0.16
C 1.9526 4.6170 2.6448 -0.20
N 0.8416 5.3961 2.1738 -0.07
C 1.2913 6.8230 2.2564 -0.20
C 0.1368 7.6326 1.7954 -0.22
O 0.2077 8.9583 2.4245 -0.20
C -1.0147 9.6951 2.1709 -0.11
H 5.8477 4.7434 2.3821 0.07
H 5.9386 5.1363 3.9850 0.07
H 6.1301 6.5037 2.7778 0.08
H 3.9983 3.7790 2.2976 0.09
H 3.6455 4.9630 1.1320 0.12
H 1.8628 4.6609 3.7302 0.09
H 1.6697 3.5920 2.4052 0.09
H 0.0102 5.3848 2.7473 0.10
H 2.2112 6.9341 1.6824 0.12
H 1.4812 7.0659 3.3019 0.13
H -0.8461 7.2065 1.9966 0.11
H 0.1365 7.6670 0.7059 0.12
H -0.9012 10.7601 2.3734 0.08
H -1.7330 9.3196 2.8997 0.08
H -1.2818 9.6660 1.1145 0.08
C -5.1080 0.1485 -6.1343 -0.10
O -5.3418 -0.3242 -4.8367 -0.19
C -4.4579 -1.2712 -4.3875 -0.22
C -4.4618 -1.4482 -2.8404 -0.17
N -4.2924 -0.1661 -2.1679 -0.09
C -5.0399 -0.0091 -0.8556 -0.12
C -4.4937 -0.9634 0.2168 -0.16
O -4.8054 -2.3388 -0.0546 -0.19
C -4.3186 -3.3105 0.7999 -0.10
H -5.8328 0.9102 -6.4216 0.09
H -5.2949 -0.7082 -6.7818 0.09
H -4.0960 0.5012 -6.3330 0.07
H -3.4713 -0.9051 -4.6717 0.11
H -4.5902 -2.2624 -4.8212 0.13
H -3.6949 -2.1412 -2.4946 0.11
H -5.4043 -1.9537 -2.6300 0.12
H -4.6160 0.5358 -2.8180 0.09
H -6.0744 -0.1296 -1.1770 0.11
H -4.9111 1.0614 -0.6961 0.11
H -4.9967 -0.6855 1.1431 0.11
H -3.4326 -0.7909 0.3972 0.12
H -3.2317 -3.3494 0.7274 0.07
H -4.8230 -4.2758 0.7572 0.10
H -4.5021 -3.0119 1.8320 0.06
C -1.4260 0.8055 5.4545 -0.10
O -0.1560 1.3451 5.7020 -0.19
C 0.8334 0.3828 5.4321 -0.20
C 2.1865 1.1906 5.5392 -0.19
N 2.3153 1.7020 6.8839 -0.07
C 3.2147 2.8101 6.9826 -0.21
C 2.6621 4.1373 6.3651 -0.18
O 2.8948 5.3610 7.1257 -0.20
C 4.2174 5.7918 7.2455 -0.13
H -1.6579 0.8403 4.3900 0.07
H -2.1683 1.4909 5.8636 0.09
H -1.5769 -0.1897 5.8726 0.08
H 0.8038 0.0271 4.4022 0.11
H 0.7635 -0.4939 6.0760 0.12
H 2.1594 1.9319 4.7405 0.10
H 3.0251 0.5367 5.3000 0.12
H 1.3805 1.8528 7.2352 0.10
H 4.2144 2.6673 6.5723 0.12
H 3.3304 3.0741 8.0338 0.11
H 1.5731 4.1071 6.3305 0.12
H 3.0429 4.2024 5.3459 0.09
H 4.1581 6.8770 7.1626 0.09
H 4.8106 5.4786 6.3863 0.08
H 4.6744 5.4649 8.1795 0.08
C 5.7954 1.5947 -8.1047 -0.10
O 5.6876 1.3091 -6.7269 -0.19
C 5.3187 2.4343 -5.9502 -0.25
C 4.9688 2.1288 -4.5380 -0.20
N 4.5019 0.7423 -4.5261 -0.06
C 4.5137 0.0200 -3.2765 -0.16
C 4.7079 -1.5292 -3.4016 -0.19
O 5.5967 -1.8229 -4.4628 -0.20
C 6.0561 -3.1857 -4.5199 -0.08
H 4.8450 1.5793 -8.6382 0.09
H 6.4205 0.8078 -8.5267 0.09
H 6.3610 2.5169 -8.2380 0.08
H 4.3879 2.8473 -6.3391 0.12
H 5.9901 3.2850 -6.0674 0.12
H 4.3448 2.9506 -4.1868 0.12
H 5.8976 2.2206 -3.9751 0.11
H 5.1161 0.2107 -5.1262 0.09
H 3.6304 0.3031 -2.7040 0.10
H 5.3914 0.2120 -2.6593 0.11
H 3.7496 -1.9857 -3.6491 0.11
H 5.1005 -1.9325 -2.4681 0.13
H 6.8120 -3.4437 -3.7781 0.08
H 6.4808 -3.3308 -5.5133 0.08
H 5.1931 -3.8437 -4.4186 0.08
C -8.0549 -0.5855 1.6827 -0.13
O -7.5283 -0.8819 2.9407 -0.21
C -7.7041 -2.2180 3.5254 -0.18
C -6.7584 -2.3331 4.7078 -0.18
N -5.3232 -2.3663 4.2173 -0.06
C -4.2722 -2.3143 5.1822 -0.22
C -2.9169 -2.4819 4.4582 -0.16
O -2.8554 -1.3145 3.5099 -0.19
C -1.6705 -1.4385 2.7686 -0.14
H -7.6498 0.3559 1.3116 0.08
H -9.1313 -0.4700 1.8100 0.08
H -7.8004 -1.3737 0.9742 0.09
H -7.4062 -2.9294 2.7552 0.12
H -8.7108 -2.4752 3.8549 0.11
H -7.0131 -3.2415 5.2538 0.11
H -6.9868 -1.5578 5.4390 0.11
H -5.1579 -1.7562 3.4295 0.08
H -4.4179 -3.0464 5.9765 0.12
H -4.2791 -1.2944 5.5668 0.11
H -2.9210 -3.3935 3.8607 0.10
H -2.1517 -2.5495 5.2314 0.11
H -0.9189 -2.1044 3.1927 0.08
H -1.1371 -0.4920 2.6806 0.05
H -1.8105 -1.7990 1.7495 0.07
O 1.7508 1.2397 -5.4399 -0.07
H 1.3000 0.7229 -4.7721 -0.03
H 2.6553 1.2940 -5.1313 -0.02
O -2.4148 -5.1646 -2.5263 -0.07
H -1.9610 -5.9359 -2.1868 0.01
H -1.8263 -4.4351 -2.3324 -0.04
O 2.6850 -3.7758 -0.0544 -0.06
H 2.1543 -4.5724 -0.0623 -0.02
H 2.3778 -3.2752 -0.8102 -0.03
O 1.9469 -4.8640 -3.6457 -0.07
H 1.8723 -4.0875 -3.0910 -0.04
H 1.7383 -4.5511 -4.5260 0.03
O 2.0568 2.2661 -0.6738 -0.03
H 1.6791 3.1330 -0.8224 0.04
H 1.5838 1.6918 -1.2761 0.00
O -1.6762 -0.2199 -2.5228 -0.12
H -1.7084 0.7012 -2.7811 0.00
H -2.5575 -0.4101 -2.2015 0.01
O 2.2759 -1.2664 1.2762 -0.06
H 2.4083 -2.1397 0.9074 -0.01
H 1.5864 -0.8799 0.7363 -0.02
O 3.1256 1.4055 1.9388 -0.07
H 2.9472 0.4671 1.8780 -0.01
H 2.7924 1.7669 1.1175 -0.02
```

Output
Charge ... -1
E_tot ... -134419.696 eV
Maximum force ... 3.815 eV/Å


No. 2
Formula: C42H25N11O4SSr
Source: the Open Molecules 2025 dataset
Level of theory: wB97M-V/def2-TZVPD

```
84
Properties=species:S:1:pos:R:3:lowdin_charge:R:1
Sr -0.4656 -1.0620 0.6603 1.40
C -0.0778 -1.2684 -6.3246 -0.12
C -0.8856 -0.1518 -6.1692 -0.11
C -1.0217 0.4612 -4.9192 -0.03
C -0.3799 -0.1112 -3.8413 -0.07
C -0.1504 0.2872 -2.3736 -0.36
N 0.0416 -0.9650 -1.7313 -0.11
C 0.9216 -1.5930 -2.6030 -0.22
N 2.3291 -1.2021 -2.5261 0.20
C 2.3748 0.0589 -2.6898 -0.25
C 3.4286 0.8252 -3.3644 -0.07
C 4.7342 0.4881 -3.6771 0.00
C 5.4588 1.3833 -4.4500 -0.10
C 4.8848 2.5768 -4.9024 -0.10
C 3.5753 2.9051 -4.5860 -0.02
C 2.8613 2.0127 -3.8014 -0.09
C 1.4651 2.0532 -3.3315 -0.25
N 0.6539 2.9905 -3.6570 0.22
C -0.6077 3.1614 -3.1516 -0.22
N -1.3130 2.4076 -2.2319 0.08
C -2.4412 3.0808 -1.8051 -0.21
N -2.9575 2.6318 -0.5678 0.19
C -1.9709 2.7249 0.2551 -0.17
N -1.4666 1.5338 0.9198 -0.21
C -0.3274 1.3782 -0.2335 -0.17
N -0.9558 1.1814 -1.5585 0.08
C 0.2702 2.7463 -0.0920 -0.14
C 1.5631 3.2111 -0.2389 0.00
C 1.7627 4.5868 -0.1385 -0.07
C 0.7033 5.4619 0.0864 -0.09
C -0.5996 4.9904 0.2382 -0.01
C -0.7772 3.6265 0.1615 -0.11
C -2.5684 4.2217 -2.5770 -0.13
C -3.4831 5.3057 -2.5658 -0.05
C -3.2803 6.3446 -3.4256 -0.13
C -2.1558 6.3683 -4.3106 -0.13
C -1.2365 5.3596 -4.3124 -0.04
C -1.4202 4.2639 -3.4368 -0.12
N 1.2688 0.9481 -2.5248 0.16
C 0.4173 -1.2565 -3.9866 -0.13
C 0.5971 -1.8211 -5.2327 -0.04
H 0.0331 -1.7160 -7.3062 0.08
H -1.4030 0.2627 -7.0268 0.09
H -1.6120 1.3632 -4.8099 0.10
H 5.1547 -0.4426 -3.3209 0.12
H 6.4854 1.1554 -4.7121 0.09
H 5.4751 3.2514 -5.5120 0.09
H 3.1110 3.8209 -4.9284 0.11
H 2.3807 2.5301 -0.4449 0.12
H 2.7632 4.9869 -0.2546 0.10
H 0.8955 6.5273 0.1339 0.09
H -1.4315 5.6671 0.3896 0.11
H -4.3251 5.2995 -1.8834 0.10
H -3.9750 7.1770 -3.4367 0.08
H -2.0305 7.2149 -4.9761 0.08
H -0.3668 5.3839 -4.9576 0.10
H 1.2421 -2.6828 -5.3568 0.10
O 4.1739 -0.1736 0.1648 -0.03
C 3.0251 -0.4654 0.5438 -0.65
O 2.1943 -1.2444 0.0115 -0.12
C 2.5127 0.3217 1.7658 -0.22
C 3.3118 1.0467 2.6338 -0.05
C 2.6649 1.8107 3.6252 -0.10
C 1.3018 1.9674 3.6227 -0.03
C 0.5473 1.3010 2.6093 -0.24
N 1.1870 0.3420 1.8810 -0.02
C -0.7749 1.7898 2.3223 -0.34
O -1.4508 2.4914 3.0847 0.01
O -2.3494 0.5063 1.0054 -0.30
H 4.3846 1.0399 2.5059 0.09
H 3.2541 2.3411 4.3674 0.08
H 0.8021 2.6379 4.3079 0.10
S -2.8742 -3.2022 0.6845 0.50
C -3.8482 -1.8685 0.3190 -0.93
N -4.6738 -1.2257 1.1649 0.02
C -5.1195 0.0539 0.6005 -0.15
C -4.6886 -0.0630 -0.8741 -0.13
N -3.9370 -1.3181 -0.8986 0.03
H -4.4726 -1.3167 2.1459 0.13
H -4.5961 0.8782 1.0815 0.10
H -6.1998 0.1615 0.7078 0.10
H -4.0519 0.7760 -1.1468 0.08
H -5.5483 -0.1331 -1.5442 0.11
H -3.1526 -1.4460 -1.5234 0.13
```

Output
Charge ... -2
Maximum force ... 1.437 eV/Å
Energy relative to the best compared isomer or geometry (same formula, charge and spin) ... 14.141 eV


No. 3
Formula: C42H28AuCl5OP2S
Source: the Open Molecules 2025 dataset
Level of theory: wB97M-V/def2-TZVPD

```
80
Properties=species:S:1:pos:R:3:lowdin_charge:R:1
Au -1.1351 -0.2320 -1.4133 0.85
O 1.0201 0.2818 0.1994 -0.39
S 0.2748 3.2727 -0.5834 1.04
C 0.1169 2.3558 -2.1187 -0.50
C -0.4171 3.0967 -3.1659 -0.08
C -0.2977 2.6861 -4.4860 0.00
C 0.4178 1.5359 -4.7919 -0.02
C 0.9627 0.7880 -3.7695 -0.07
C 0.7761 1.1431 -2.4170 -0.37
P 1.6957 0.1328 -1.2621 0.95
C 1.6428 -1.6216 -1.6062 -0.31
C 1.1002 -2.2603 -2.7291 -0.08
C 1.1774 -3.6395 -2.8451 -0.04
C 1.8060 -4.3900 -1.8664 -0.02
C 2.3602 -3.7679 -0.7526 -0.04
C 2.2772 -2.3979 -0.6182 -0.11
C 3.3698 0.6336 -1.2306 -0.28
C 3.6718 1.9165 -0.7453 -0.06
C 4.9884 2.3272 -0.6929 -0.04
C 5.9989 1.4687 -1.1171 -0.02
C 5.6993 0.2059 -1.6098 -0.04
C 4.3841 -0.2249 -1.6655 -0.05
C -1.0274 2.9072 0.5656 -0.52
C -1.8497 3.9995 0.8249 -0.11
C -2.7418 3.9954 1.8850 -0.02
C -2.7816 2.9146 2.7471 -0.02
C -1.9634 1.8237 2.5131 -0.07
C -1.1074 1.7964 1.4059 -0.31
P -0.1772 0.2854 1.3124 1.01
C 0.8929 0.3805 2.7688 -0.27
C 1.5796 1.5903 2.9319 -0.07
C 2.3612 1.8049 4.0492 -0.05
C 2.4559 0.8210 5.0291 -0.04
C 1.7738 -0.3729 4.8796 -0.04
C 0.9976 -0.6012 3.7462 -0.05
C -1.1497 -1.1972 1.5485 -0.32
C -0.5099 -2.4362 1.6131 -0.10
C -1.2336 -3.5729 1.9256 -0.05
C -2.6023 -3.4829 2.1357 -0.03
C -3.2499 -2.2613 2.0072 -0.04
C -2.5383 -1.1174 1.6979 -0.09
H -0.9012 4.0357 -2.9355 0.12
H -0.7219 3.2904 -5.2767 0.13
H 0.5564 1.2287 -5.8190 0.13
H 1.5588 -0.0766 -4.0223 0.11
H 0.6116 -1.7103 -3.5155 0.09
H 0.7505 -4.1237 -3.7124 0.13
H 1.8758 -5.4644 -1.9738 0.13
H 2.8612 -4.3543 0.0063 0.12
H 2.7273 -1.9195 0.2473 0.12
H 2.8812 2.5807 -0.4143 0.06
H 5.2328 3.3136 -0.3238 0.12
H 7.0305 1.7901 -1.0630 0.12
H 6.4919 -0.4480 -1.9458 0.12
H 4.1546 -1.2072 -2.0546 0.11
H -1.7790 4.8648 0.1797 0.11
H -3.3871 4.8482 2.0463 0.13
H -3.4281 2.9228 3.6138 0.13
H -1.9664 1.0047 3.2207 0.12
H 1.4953 2.3728 2.1819 0.10
H 2.8965 2.7383 4.1601 0.12
H 3.0575 0.9940 5.9111 0.12
H 1.8297 -1.1319 5.6478 0.12
H 0.4692 -1.5407 3.6608 0.10
H 0.5523 -2.5159 1.4434 0.10
H -0.7297 -4.5262 2.0087 0.12
H -3.1724 -4.3674 2.3867 0.13
H -4.3224 -2.1985 2.1380 0.13
H -3.0635 -0.1815 1.5816 0.11
Cl -3.6606 2.0613 -1.4569 0.70
C -4.1168 0.4005 -1.2191 -0.71
C -3.1548 -0.5897 -1.3116 -0.37
C -3.5778 -1.9133 -1.2474 -0.72
Cl -2.4090 -3.1860 -1.4892 0.68
C -4.9009 -2.2540 -1.0007 -0.72
Cl -5.3753 -3.8991 -0.8730 0.72
C -5.8410 -1.2365 -0.8267 -0.70
Cl -7.4663 -1.6296 -0.4660 0.74
C -5.4552 0.0956 -0.9661 -0.71
Cl -6.6228 1.3444 -0.8203 0.72
```

Output
Charge ... +2
Maximum force ... 2.194 eV/Å
Energy relative to the best compared isomer or geometry (same formula, charge and spin) ... 0.000 eV


No. 4
Formula: C42H28BF4N10RbSe3Te
Source: the Open Molecules 2025 dataset
Level of theory: wB97M-V/def2-TZVPD

```
90
Properties=species:S:1:pos:R:3:nbo_charge:R:1
Rb -0.7050 -0.8145 0.0365 0.87
C 5.3530 -0.7457 0.2318 -0.63
C 4.0702 -0.9196 -0.5143 0.18
C 3.9038 -1.0395 -1.8736 -0.35
C 2.5160 -1.1741 -2.0575 0.10
N 1.8885 -1.1391 -0.8899 -0.31
N 2.8436 -0.9812 0.0626 -0.32
B 2.5946 -0.9403 1.6023 0.55
N 1.9018 0.3604 2.1068 -0.33
N 0.6457 0.7582 1.7766 -0.32
C 0.4296 1.9114 2.3954 0.11
C 1.5582 2.2766 3.1508 -0.35
C 2.4707 1.2705 2.9388 0.18
C 3.8534 1.1727 3.4984 -0.63
C -0.8362 2.6668 2.2423 0.03
C -0.9650 3.9308 2.8127 -0.21
C -2.1263 4.6725 2.6489 -0.21
C -3.1847 4.1671 1.9073 -0.22
C -3.0744 2.9064 1.3367 -0.20
C -1.9146 2.1714 1.5115 -0.20
N 1.9260 -2.2540 2.1120 -0.32
N 0.7733 -2.7738 1.6297 -0.30
C 0.5881 -3.9296 2.2506 0.08
C 1.6278 -4.1748 3.1641 -0.36
C 2.4616 -3.0864 3.0407 0.19
C 3.7312 -2.8253 3.7833 -0.64
C -0.6044 -4.7469 1.9660 0.04
C -1.0139 -5.7383 2.8529 -0.23
C -2.1715 -6.4670 2.6177 -0.21
C -2.9416 -6.2140 1.4913 -0.23
C -2.5318 -5.2394 0.5902 -0.20
C -1.3699 -4.5215 0.8231 -0.22
C 1.7899 -1.3300 -3.3394 0.04
C 0.4044 -1.4776 -3.4059 -0.21
C -0.2502 -1.6083 -4.6192 -0.19
C 0.4709 -1.6021 -5.8050 -0.23
C 1.8504 -1.4614 -5.7571 -0.21
C 2.4994 -1.3254 -4.5389 -0.23
H 6.1741 -0.7207 -0.4847 0.21
H 5.3699 0.1847 0.7995 0.22
H 5.5327 -1.5621 0.9328 0.22
H 4.6864 -1.0224 -2.6134 0.21
H 3.6790 -0.9244 2.1012 -0.05
H 1.7068 3.1518 3.7605 0.21
H 4.0417 2.0515 4.1152 0.22
H 3.9866 0.2863 4.1191 0.21
H 4.6108 1.1391 2.7154 0.22
H -0.1405 4.3529 3.3731 0.20
H -2.1949 5.6609 3.0862 0.20
H -4.0805 4.7559 1.7579 0.21
H -3.8788 2.5012 0.7338 0.23
H -1.8385 1.2021 1.0530 0.19
H 1.7699 -5.0219 3.8151 0.21
H 3.9050 -3.6472 4.4783 0.21
H 4.5900 -2.7508 3.1151 0.22
H 3.6815 -1.9000 4.3575 0.22
H -0.4414 -5.9159 3.7554 0.21
H -2.4829 -7.2223 3.3291 0.20
H -3.8567 -6.7659 1.3178 0.21
H -3.1252 -5.0252 -0.2896 0.22
H -1.0421 -3.7791 0.1087 0.21
H -0.1750 -1.4897 -2.4978 0.20
H -1.3284 -1.7038 -4.6340 0.22
H -0.0392 -1.6950 -6.7551 0.21
H 2.4264 -1.4461 -6.6744 0.20
H 3.5748 -1.2043 -4.5221 0.20
Se -1.1697 -1.4016 4.3055 -0.13
Se -2.9324 -2.6774 3.8247 -0.08
Te -3.8533 -1.4973 1.7474 0.58
Se -5.5970 -3.0263 1.2446 -0.38
F -4.9515 3.5668 -4.0243 -0.32
C -3.7234 3.6700 -3.4774 0.37
C -3.0040 4.8114 -3.7796 0.29
F -3.6109 5.6992 -4.5922 -0.31
C -1.7156 5.0779 -3.3065 -0.11
C -1.2292 4.0336 -2.5135 0.34
C -1.9536 2.8957 -2.2207 0.35
F -1.3212 1.9709 -1.4547 -0.35
C -3.2468 2.6479 -2.6642 -0.17
C -4.0317 1.4512 -2.3046 -0.51
C -3.5397 0.3904 -1.5605 0.41
N -3.2050 -0.5623 -0.9655 -0.65
C -5.4008 1.2845 -2.6426 0.32
N -6.5256 1.1256 -2.8644 -0.44
F 0.0130 4.0996 -1.9991 -0.32
C -0.9680 6.2858 -3.6096 -0.52
C -1.4800 7.3341 -4.4119 0.33
N -1.8410 8.2312 -5.0517 -0.48
C 0.3289 6.5430 -3.1011 0.33
N 1.3847 6.8214 -2.7121 -0.47
```

Output
Charge ... -2
E_tot ... -274448.439 eV
Maximum force ... 0.495 eV/Å